{"formula": "C7H14BrN4", "method": "ωB97M-V/def2-TZVPD", "symbols": ["C", "C", "C", "C", "C", "C", "C", "N", "N", "N", "N", "Br", "H", "H", "H", "H", "H", "H", "H", "H", "H", "H", "H", "H", "H", "H"], "xyz": [[1.014, -2.691, 0.542], [-0.488, -2.568, 0.303], [1.332, -0.433, 0.706], [-0.256, -0.170, 0.472], [-2.034, 0.542, -1.186], [-0.308, 2.222, -0.602], [-0.496, 0.709, -0.766], [1.780, -1.731, 0.496], [-0.970, -1.414, 0.265], [-0.676, 0.318, 1.721], [2.302, 0.409, -0.163], [-1.452, -4.123, 0.128], [1.428, -3.633, 0.187], [1.451, -0.068, 1.786], [-2.706, 0.141, -0.478], [-2.195, -0.073, -2.029], [-2.285, 1.548, -1.380], [-1.208, 2.812, -0.657], [0.377, 2.684, -1.274], [0.080, 2.484, 0.383], [0.197, 0.292, -1.514], [-0.964, 1.274, 1.684], [-1.287, -0.239, 2.327], [1.595, 0.584, -1.034], [3.138, -0.082, -0.366], [2.631, 1.206, 0.449]], "forces_ev_per_a": [[-1.935, -2.814, -2.613], [1.811, 1.761, 1.746], [-0.220, 1.120, 1.299], [1.677, -1.110, -0.122], [1.975, 0.386, -0.341], [0.864, 0.112, 1.518], [-2.376, -0.154, 0.374], [2.193, 0.951, 0.933], [-0.993, -0.437, -0.799], [-0.827, 0.917, 1.439], [-3.351, 1.824, 0.240], [-0.401, -0.470, -0.166], [0.106, -0.400, 0.770], [0.196, -0.795, -1.496], [-0.206, -0.311, 1.396], [0.129, -0.534, -1.183], [-1.022, 0.651, -0.720], [-0.397, -0.154, -0.177], [0.582, 0.109, -0.846], [0.241, -0.055, 0.217], [-0.642, -0.008, -0.576], [-0.379, 0.384, 0.224], [0.308, 0.179, -0.889], [2.825, 0.429, 2.028], [0.804, -1.248, -0.710], [-0.962, -0.332, -1.544]], "mulliken_charge": [-0.31, 0.25, -0.66, 1.38, -1.39, -1.73, 0.11, -0.57, -0.61, -0.53, -0.13, -0.01, 0.42, 0.36, 0.35, 0.36, 0.41, 0.49, 0.37, 0.40, 0.63, 0.19, 0.22, 0.29, 0.32, 0.40], "orbital_gap_ev": 8.8, "charge": 1, "e_lumo_ev": -3.96, "de_lowest_kj_mol": 80.5}